(1)
Entry from the Open Molecules 2025 dataset: an isolated molecule of C24H25N3O4S in a non-equilibrium geometry (ωB97M-V/def2-TZVPD).

CARTESIAN COORDINATES (ANGSTROEM)
C 1.3652 1.2741 -1.1682
C 1.3524 -1.0679 -0.6328
H 7.4737 -1.7359 -0.6226
C -3.2816 -2.3035 0.4462
H 9.6620 -0.9433 -1.0408
N 3.3932 0.2220 -0.3695
H -5.8194 0.5786 3.2644
H 3.2185 -1.7835 0.1852
C 2.6428 1.4579 -0.3442
H 2.3696 1.7554 0.6824
N -3.0952 -0.7130 -1.3522
C -4.8787 2.2664 2.3378
H -5.8018 -0.7774 1.1694
H 0.7401 2.1669 -1.1210
C 9.7322 -0.7165 0.0283
C -0.9135 -1.3836 1.5475
C 5.5482 -0.8519 -0.4932
O -5.5451 -1.4162 -1.2935
C -0.6823 0.3356 -0.2704
C -4.3488 2.7956 1.1712
C 2.6264 -0.8698 0.1930
H 1.6367 -1.3102 -1.6645
H 2.3458 -0.6496 1.2381
C -4.8635 0.7617 0.0450
H 10.7502 -0.4095 0.2635
H 1.6332 1.0698 -2.2106
H 0.7484 -1.8803 -0.2309
C 6.9210 -0.8565 -0.3314
C 4.7739 0.2508 -0.1371
C 5.4330 1.3656 0.3841
C -5.4061 0.9845 2.3536
H 9.4837 -1.6130 0.6064
H -3.9391 3.7937 1.1646
H -1.2472 -2.8164 3.0978
H -4.2010 -2.6483 0.0029
O -1.2698 1.3973 -0.4448
H -2.5423 0.0559 -1.7081
H -3.9265 2.4165 -0.9087
H -0.0023 -1.0053 1.9882
C 6.8033 1.3707 0.5353
O 8.9151 0.3708 0.3816
C -1.6171 -2.3935 2.1763
S -4.7219 -0.2519 -1.4191
H 4.8774 2.2393 0.6862
C -4.3365 2.0371 0.0128
H -4.8819 2.8575 3.2418
H -3.3455 -3.6536 2.0945
C -2.5921 -1.2679 -0.1805
H 3.2399 2.2491 -0.7983
C 7.5677 0.2605 0.1840
H 5.0746 -1.7227 -0.9211
N 0.6002 0.1627 -0.6457
C -2.7970 -2.8570 1.6149
O -4.8332 0.5430 -2.6024
C -5.3969 0.2214 1.1974
C -1.3801 -0.8225 0.3642
H 7.3086 2.2343 0.9380

Results
E_HOMO = -7.786 eV
SMILES string = COc1ccc(N2CCN(C(=O)c3ccccc3NS(=O)(=O)c3ccccc3)CC2)cc1
total charge = 0
F_max = 1.19 eV Å⁻¹
2S+1 = 1



(2)
Entry from the Open Molecules 2025 dataset: a structure of composition C38H29Br2F4GeN5OSeSiSn (ωB97M-V/def2-TZVPD).

CARTESIAN COORDINATES (ANGSTROEM)
H -1.8541 -2.8868 -6.4668
C -2.1480 -3.4105 -0.5057
Si 0.1420 2.9847 -1.7556
H -2.0679 3.4306 -3.6021
H -2.4081 -2.3669 -0.6636
C 1.1559 5.2012 2.1889
O -0.1246 -1.0013 0.3852
C -0.7096 -2.1855 3.8143
H 3.4083 -5.6182 1.5905
C 1.5660 5.7279 0.9730
N 1.5955 -3.0360 0.5064
C 3.0698 0.6138 1.4085
H -2.1909 -4.8729 -3.3526
H -1.2825 -1.8943 4.6817
C -4.2344 -2.2374 -3.1399
C 2.6620 -4.8384 1.6228
C -1.5487 2.2354 -1.8878
C 2.4264 1.8154 -1.2086
C 0.8264 -2.8048 1.6059
H -0.4308 -0.9530 -4.2779
C 1.5203 0.3012 5.4102
H 2.0106 -5.2579 3.6136
C 3.5477 1.7951 0.8727
H -2.9918 -4.0611 -0.7215
H -3.3873 -3.6790 -6.0786
H -0.5694 2.5160 1.0873
C -1.3988 -0.8379 -3.7879
C 2.3270 1.3886 5.0001
H 0.0841 3.6237 3.1747
H -1.8295 -3.5558 0.5240
H 3.0758 -4.1405 -0.3852
N 2.5940 3.2081 6.7992
H 1.5650 5.5030 -1.1535
Se -0.6565 -3.9293 -1.6400
C 2.8039 1.5016 3.6653
Br -1.9300 0.0950 2.6351
H -1.3877 0.9078 -0.1904
F 4.2078 3.9882 1.3844
C 0.1112 -3.2709 3.8686
H 0.4257 3.7740 -2.9696
F 3.5561 3.7438 3.9168
C 0.9357 -3.6001 2.7633
H -0.7265 -4.2261 -4.0660
Ge -2.5128 -2.4138 -4.0447
C -2.4133 2.6949 -2.8841
N 5.6227 2.8302 -1.9355
C -0.0650 -1.7002 1.5233
F 2.9044 -0.4680 0.5763
N 0.8263 -0.5608 5.7469
F 2.3506 -0.7853 3.1140
C -1.5381 -3.9993 -3.3716
N 1.3709 1.6476 -1.7635
H 2.1741 6.6225 0.9477
C 2.7345 0.4494 2.7273
C 2.4834 -4.0091 0.5126
C -3.3290 0.8214 -1.0580
H -3.6842 0.1018 -0.3295
H -4.3761 2.5966 -3.7444
C 2.4978 2.4036 5.9771
C -3.7171 2.2250 -2.9702
C -2.0267 1.2909 -0.9762
C -4.1752 1.2877 -2.0557
C -2.8024 -2.7690 -5.9422
H -4.8846 -1.5904 -3.7299
C 0.3916 4.0424 2.2244
C 3.5850 2.0110 -0.5907
C 1.8891 -4.6363 2.7370
C -0.7986 -1.4056 2.6426
C 4.7146 2.4647 -1.3307
H -5.1941 0.9258 -2.1157
H -4.1290 -1.7926 -2.1519
C 3.7308 2.8117 1.8054
Br 0.1752 -4.3076 5.4380
C 0.0328 3.4168 1.0404
Sn 1.1265 -1.5267 -1.1274
H -3.3464 -1.9437 -6.4022
H -1.8932 0.0435 -4.1978
H -4.7227 -3.2075 -3.0398
C 1.2224 5.0906 -0.2106
C 0.4447 3.9300 -0.1951
H 1.4473 5.6817 3.1138
H -1.2411 -0.6392 -2.7269
C 3.3845 2.6746 3.1286

Results
E_HOMO = -6.468 eV
total charge = 0
F_max = 0.64 eV Å⁻¹
2S+1 = 1



Results for Kohn-Sham gap: 8.39, 5.06 (in eV, following the order of the records).